(1)
{"formula": "C32H66Br2N2O7P2", "method": "ωB97M-V/def2-TZVPD", "symbols": ["H", "C", "H", "H", "C", "C", "H", "H", "H", "Br", "C", "H", "C", "H", "C", "C", "C", "C", "H", "H", "H", "H", "H", "H", "H", "H", "C", "C", "C", "P", "H", "C", "H", "O", "H", "O", "H", "H", "H", "O", "H", "H", "H", "H", "O", "H", "H", "H", "C", "H", "H", "H", "H", "C", "C", "H", "H", "H", "C", "H", "H", "C", "C", "H", "C", "C", "H", "H", "H", "H", "H", "H", "H", "H", "H", "H", "H", "P", "H", "H", "C", "C", "C", "H", "C", "O", "H", "N", "C", "H", "H", "H", "H", "H", "O", "Br", "H", "C", "H", "C", "N", "O", "C", "H", "H", "H", "C", "H", "C", "C", "H"], "xyz": [[6.545851, -1.166009, 1.648310], [-5.601544, -0.460385, -2.235420], [-1.739039, 0.561981, -0.234210], [2.888967, -0.295302, 2.290851], [-6.134417, -2.943337, -1.205052], [-3.711779, -2.427792, -2.286603], [-6.896631, -3.608442, -0.684022], [8.341691, -4.469680, -1.685941], [-6.020378, 2.662237, 1.327203], [1.270014, 2.903053, -2.890243], [-3.800170, 2.317702, -1.956515], [-0.053628, -1.214253, 2.619737], [-6.531434, -1.471064, -1.523543], [-3.680937, 1.545516, 0.170759], [1.817105, 3.732818, 5.777596], [0.905523, 1.018408, -2.414511], [-0.438819, 5.287546, 6.946912], [-3.036525, 2.172359, -0.547872], [7.947279, -2.251100, -0.617127], [1.625880, 2.532640, -0.052148], [1.111855, -5.578899, -6.517494], [5.745306, -6.046311, -4.722127], [-2.979552, 3.228106, -0.096628], [-3.794321, 3.442619, -2.224085], [-4.439741, -4.494368, -1.362284], [2.662709, 4.660275, 4.020482], [-6.829926, 5.282113, 4.209327], [5.557714, -2.778708, 0.606443], [3.847780, 0.700125, -2.954736], [1.106556, 0.831749, 1.658203], [-0.763789, 4.511566, 6.251762], [0.849151, 1.675975, -0.068051], [1.041841, -2.337862, -3.367785], [2.798815, 0.631509, 1.972847], [2.659117, -3.336631, -1.334751], [1.087644, 0.644163, -1.036451], [2.687499, 3.091900, 5.945051], [2.530079, -6.607319, -6.529767], [7.234274, -2.322302, -2.214550], [2.711129, -4.783790, -5.562980], [-3.378822, -0.316710, -3.126844], [3.547733, -5.364715, -3.758628], [1.206072, 6.603348, 7.313892], [-7.572585, -1.112922, -1.198889], [1.963857, 4.849403, 6.645926], [0.940322, 3.143227, 6.066232], [0.926039, 6.313412, 5.610075], [-8.953706, 5.529062, 4.511250], [-5.923691, 3.188757, 3.414999], [7.298991, -4.696754, -0.280287], [-6.008936, 1.102155, -3.535819], [6.589375, -4.698455, -1.892251], [0.769318, -7.508021, -5.009682], [3.853015, -5.006707, -4.747344], [-0.636013, 2.308286, -0.017847], [3.893884, 0.889485, -1.826699], [4.554895, -2.398183, 0.822383], [0.759868, -5.986459, -4.093519], [4.875090, -5.939693, -5.374832], [0.904403, 4.746942, 4.080393], [1.313541, -2.161458, -0.936618], [0.935914, 5.828893, 6.591646], [1.942638, -5.931246, -5.899569], [-0.130713, 0.706297, -2.786642], [1.380269, -6.660205, -4.691174], [-4.171490, -0.965551, -2.618407], [-6.829324, 5.762989, 3.225917], [4.674847, 0.010376, -3.327717], [-8.206166, 4.293516, 5.550415], [-6.819271, 4.189159, 1.700419], [2.169035, -7.041707, -4.039640], [-8.515718, 3.952098, 3.850666], [3.021647, -1.510869, -0.948695], [4.464929, -6.935845, -5.549420], [1.014868, -1.684792, 1.194969], [-0.602718, 3.348448, -0.512118], [-0.636382, -0.929225, 0.902495], [2.144625, -0.033501, -3.457640], [-6.575146, 6.061008, 4.932432], [2.845759, -2.396127, -3.655045], [-5.960666, 3.559440, 1.942428], [1.761986, 4.110259, 4.307561], [2.031009, -1.863458, -3.026876], [7.536426, -2.614722, 1.501330], [7.156941, -2.730184, -1.203582], [-5.956917, 2.521530, -0.792290], [-1.181699, 6.088831, 6.924076], [-6.066265, 0.910722, -2.523553], [-4.692632, -3.414254, -1.607241], [-6.800481, 2.594232, 3.693857], [6.201514, -2.586946, 2.656738], [5.486348, -3.871201, 0.640582], [5.205577, -5.549088, -6.342764], [-3.304690, 1.764700, -2.819283], [-5.796734, 4.310123, 4.281581], [-1.020060, 2.646762, 1.954851], [-5.051162, 2.554528, 3.597479], [7.359900, -4.234828, -1.267175], [4.319032, -4.030514, -4.590116], [0.289839, -0.881976, 1.574452], [-1.694745, 1.501478, -0.647832], [5.879620, -2.349653, -0.710728], [6.516997, -2.259000, 1.663442], [3.924080, 1.679201, -3.563446], [-2.671364, -2.821046, -2.525761], [1.687160, 3.213288, 3.687707], [-5.341223, 1.917834, -1.719650], [-5.059713, 4.114444, 1.665770], [2.324474, -2.246371, -1.496556], [-8.205829, 4.732785, 4.547426], [-0.428122, 4.844562, 7.948202]], "forces_ev_per_a": [[-0.05, -0.08, 0.01], [1.73, -4.10, 0.70], [0.09, 0.64, -0.24], [0.30, 0.75, -0.36], [2.91, 3.15, -2.06], [-3.83, 0.73, 1.08], [1.34, 0.94, -0.86], [-0.08, 0.04, 0.01], [0.00, 0.15, 0.17], [-0.37, -0.65, 0.28], [-0.60, 0.41, -0.03], [0.61, 0.81, -1.44], [2.22, -0.96, -0.49], [0.84, 1.10, -1.09], [-0.02, 0.05, -0.11], [0.37, -2.51, -0.43], [-0.04, -0.16, 0.04], [-0.87, -0.18, 0.33], [0.04, -0.06, 0.05], [-1.20, -1.34, -0.42], [0.19, 0.17, 0.06], [-0.06, 0.04, -0.04], [0.20, -1.79, -0.55], [-0.17, -1.83, 0.29], [-0.05, 1.69, -0.49], [-0.03, -0.07, 0.05], [-0.03, -0.09, -0.01], [0.12, 0.03, 0.00], [-0.34, 0.05, 0.08], [0.59, 0.43, 1.64], [-0.04, 0.09, -0.04], [0.10, -0.85, 1.58], [1.37, 1.01, 0.42], [-1.24, -1.59, -1.02], [-0.24, 1.70, -0.45], [-0.60, 2.34, -0.70], [-0.03, 0.20, 0.15], [0.01, -0.06, 0.06], [-0.20, 0.09, 0.11], [-0.05, 0.19, -0.03], [-1.54, -0.90, 0.79], [0.02, -0.08, 0.02], [0.18, -0.16, -0.03], [1.80, -0.51, -0.66], [0.15, 0.04, 0.16], [-0.06, 0.02, -0.07], [-0.08, -0.03, -0.05], [0.07, -0.04, 0.02], [-0.01, 0.14, -0.15], [0.09, 0.02, -0.01], [0.23, -0.08, 0.75], [0.10, 0.07, 0.03], [0.03, 0.07, 0.00], [0.02, -0.10, -0.06], [0.49, -0.02, -1.38], [0.27, -0.23, -1.62], [0.07, 0.03, -0.25], [0.02, -0.04, -0.08], [0.00, -0.07, -0.15], [-0.03, -0.11, -0.02], [1.60, -0.10, -0.81], [-0.07, -0.08, 0.00], [0.00, -0.03, 0.06], [1.25, 1.01, 0.70], [0.04, 0.01, 0.14], [-1.51, -2.61, 1.65], [-0.08, -0.03, -0.05], [-1.12, 0.80, 0.71], [0.01, 0.10, -0.10], [-0.03, -0.12, -0.05], [-0.03, -0.07, -0.07], [-0.03, 0.08, -0.05], [-0.82, -1.25, -1.12], [0.04, -0.01, 0.09], [-0.98, 1.05, 0.38], [-0.27, -1.67, 0.96], [1.36, 0.24, 0.83], [0.17, 0.72, -1.40], [0.18, -0.15, -0.02], [-1.29, 1.18, 0.68], [-0.02, 0.01, 0.23], [-0.01, 0.11, -0.07], [1.06, -1.25, 1.21], [-0.06, -0.07, 0.07], [0.00, -0.09, 0.03], [2.37, -2.61, -3.91], [0.07, -0.05, 0.01], [1.12, -0.69, 0.46], [-1.83, 3.33, -0.31], [-0.06, 0.01, -0.06], [0.00, 0.02, -0.06], [0.06, -0.02, 0.04], [-0.02, 0.00, 0.15], [-0.67, 0.59, 1.35], [0.13, 0.04, 0.21], [-1.29, 1.10, -0.58], [-0.02, 0.20, 0.16], [-0.11, -0.12, 0.04], [-0.19, 0.03, -0.11], [0.15, -1.31, -0.45], [0.52, 1.44, 0.91], [-0.18, 0.09, -0.09], [0.12, 0.08, -0.02], [-0.13, -1.57, 1.20], [-1.57, 0.87, 0.21], [0.00, 0.03, 0.04], [-1.19, 2.42, 2.44], [-0.02, -0.09, 0.02], [-1.31, 0.01, 0.89], [-0.05, -0.16, 0.05], [0.01, 0.10, -0.10]], "orbital_gap_ha": 0.269}

=====

(2)
{"formula": "C33H61FNO15P", "method": "ωB97M-V/def2-TZVPD", "symbols": ["C", "C", "O", "H", "H", "H", "H", "H", "O", "C", "C", "C", "H", "H", "H", "C", "H", "H", "H", "H", "C", "H", "O", "O", "H", "H", "H", "H", "C", "O", "H", "O", "C", "C", "H", "C", "H", "H", "H", "H", "H", "C", "H", "H", "C", "C", "H", "H", "H", "H", "O", "H", "H", "H", "H", "H", "H", "H", "O", "H", "C", "N", "H", "C", "O", "O", "H", "C", "H", "H", "H", "H", "C", "C", "H", "H", "O", "O", "P", "H", "C", "H", "C", "H", "H", "O", "H", "C", "C", "C", "H", "H", "H", "C", "H", "C", "H", "C", "C", "C", "H", "H", "C", "O", "C", "H", "C", "H", "C", "O", "H", "F"], "xyz": [[-5.195821, 4.540590, -0.932337], [-9.972261, 1.290069, 5.127381], [3.404183, -3.446660, 1.986063], [-3.039316, 3.584677, -1.461121], [-4.173383, -3.127324, 2.815873], [9.940484, 2.417384, -5.303649], [5.391142, -3.632396, 1.555234], [-3.519641, -3.221330, 0.422519], [2.916022, -5.825775, 3.654088], [3.463324, -1.538363, -1.729809], [7.304685, 3.884495, -2.592148], [-5.705964, 1.180475, -0.309265], [-6.316122, 1.866859, -0.901588], [2.594170, 3.661663, -2.619992], [-8.551778, 3.333773, 3.633576], [1.394986, 1.901432, -4.437843], [1.782981, 1.369814, -5.312141], [3.488421, 2.687359, 1.740540], [-9.951674, 1.118713, 4.048442], [-1.549985, -5.562058, 2.571743], [-1.644645, -4.630276, -0.168701], [0.040029, -0.679737, 0.384279], [7.006956, 2.505203, -2.710236], [-1.519337, -3.623565, 0.824418], [7.940293, 5.546819, -3.771008], [-2.509359, -3.467629, 3.314079], [8.779186, 3.389971, -6.228521], [-0.086281, -3.369093, -2.908442], [-0.042025, 1.383181, -4.252056], [4.286402, -2.278313, -1.294237], [6.367019, 4.383789, -2.323266], [2.254714, 3.993324, 0.915888], [0.208136, -0.562225, -0.696162], [3.934827, -5.382355, 4.531833], [9.013164, 1.961223, -2.519366], [-6.873159, 1.441568, 4.040148], [5.211926, 3.045559, -0.122428], [-6.043009, 0.780413, 3.771020], [-10.334885, 0.388947, 5.633217], [-2.621857, -1.991103, 1.323680], [-2.427083, -5.350793, 0.080410], [8.018816, 1.669109, -2.174131], [7.990097, 1.696516, -1.078990], [0.973773, -5.303459, 3.369287], [-3.913932, 1.635132, -1.785361], [-8.128169, 2.935127, 2.709106], [4.293636, -4.142669, 0.259036], [1.378858, -3.473920, 1.816831], [-6.244523, 4.832953, -0.886150], [-3.367473, 3.179390, -3.152808], [-0.634131, 0.916860, -5.172109], [4.177440, 4.389084, -0.804326], [4.552629, 0.699161, -0.126433], [-6.987714, 0.623206, 6.008361], [-0.763986, -0.270465, -1.133965], [2.172837, -4.940501, 1.226099], [-6.450994, 2.399146, 4.358689], [-7.306506, 3.578087, 2.374566], [-8.697022, 1.651450, 5.629058], [-4.580083, 5.446127, -0.965173], [-3.249844, -3.639096, 2.526691], [2.249800, -1.905231, -2.411314], [-1.862523, -4.168426, -1.136523], [7.805212, 4.468073, -3.898150], [-3.559727, -5.021449, 2.416599], [9.070922, 3.932623, -4.254863], [-2.738797, -6.875783, 2.613179], [3.268927, 3.347721, 0.867015], [7.076501, 4.311693, -4.699286], [8.025775, 4.060112, -1.787695], [-0.692741, -5.157109, -0.237440], [-2.547416, -5.825483, 4.030750], [2.298808, 1.623026, -3.242867], [4.194399, 3.384119, -0.369757], [4.341238, -4.414730, 4.227457], [-4.953293, 3.965469, -0.035364], [-7.667628, 1.603827, 2.871984], [-4.321266, 1.461646, -0.433665], [0.804409, -2.149108, -1.434407], [1.948848, -4.055357, 4.160156], [2.832642, 2.616753, -2.410830], [-8.902941, 2.931935, 1.943147], [-2.538179, -5.854808, 2.935819], [8.203518, 2.198288, -5.027331], [-8.064874, -0.169281, 4.849294], [-5.005030, 3.780267, -2.112307], [-5.908841, 0.149854, -0.620303], [2.195952, -1.029029, -3.542342], [8.981252, 2.930962, -5.255076], [3.399454, -0.000429, -1.786751], [-2.942459, 1.143634, -1.891170], [7.822214, 0.649020, -2.501942], [3.547363, -5.310580, 5.554125], [2.597709, 0.321849, -2.911778], [4.537623, -5.179819, 1.693385], [-7.661054, 0.797865, 5.163153], [0.880330, 0.298947, -0.826372], [3.626193, 2.301583, -1.317304], [2.187678, -4.184169, 2.016413], [-2.772178, -3.069319, 1.206457], [-10.661116, 2.107761, 5.336457], [-4.614095, 1.146256, -2.469063], [3.931571, 0.971722, -0.979127], [1.966728, -1.263761, -4.689139], [4.456361, -4.149047, 1.339177], [1.328995, 2.983482, -4.621318], [-3.755505, 3.101028, -2.132448], [-5.982342, 1.288143, 0.739695], [1.954494, -4.816258, 3.373588], [-0.371367, -2.510012, -2.562880], [4.738591, -6.117769, 4.515001], [-0.629312, 1.499767, -3.032438]], "forces_ev_per_a": [[-0.04, 0.05, -0.09], [-0.04, 0.03, 0.09], [0.08, -0.24, 0.03], [-0.02, -0.05, 0.06], [0.03, 0.05, 0.01], [0.02, 0.08, 0.03], [-0.06, 0.08, 0.00], [-0.02, -0.06, 0.04], [0.10, 0.20, 0.06], [-0.58, 1.50, 0.43], [-0.40, 0.02, -0.15], [0.03, -0.06, 0.15], [0.03, -0.02, -0.04], [0.11, -0.24, 0.11], [0.03, -0.01, 0.01], [-0.12, 0.00, 1.24], [-0.25, 0.28, 0.08], [0.38, -0.02, -0.53], [0.03, -0.02, 0.01], [-0.01, 0.03, 0.01], [0.08, 0.05, -0.02], [0.23, -0.40, -0.38], [0.14, -0.14, 0.01], [-0.11, -0.15, -0.06], [-0.07, 0.01, 0.01], [0.06, 0.00, -0.05], [-0.05, -0.08, -0.03], [-0.34, 0.02, -0.16], [0.15, -0.32, -1.66], [-0.22, 0.20, 0.12], [0.05, 0.10, 0.01], [0.17, 0.05, -0.17], [-0.58, 0.79, -0.77], [-0.01, -0.09, 0.02], [-0.01, 0.04, 0.02], [-0.02, -0.40, -0.26], [-0.24, 0.46, 0.05], [0.03, 0.02, 0.05], [-0.05, -0.03, -0.07], [-0.07, 0.02, -0.01], [-0.01, 0.03, 0.02], [-0.06, -0.08, 0.02], [0.10, -0.01, 0.01], [-0.02, 0.06, 0.00], [0.35, 0.00, 0.33], [0.02, -0.03, -0.13], [0.08, -0.09, 0.00], [-0.06, -0.09, -0.05], [0.01, 0.00, -0.08], [0.05, -0.03, 0.01], [-0.14, 0.27, 1.00], [0.00, -0.28, 0.10], [-0.09, 0.21, -0.17], [0.02, -0.04, -0.03], [0.37, -0.13, 0.06], [0.02, -0.04, 0.04], [-0.06, 0.01, 0.05], [-0.04, 0.08, 0.04], [-0.07, -0.09, -0.22], [0.01, 0.00, 0.11], [-0.41, -0.09, -0.18], [-0.41, -1.37, -1.52], [-0.07, -0.09, -0.03], [0.38, 0.19, 0.18], [0.25, 0.02, 0.01], [-0.18, -0.19, -0.03], [-0.08, 0.03, 0.00], [-0.17, 0.38, 0.04], [-0.03, -0.07, 0.04], [0.05, 0.01, -0.05], [0.04, 0.09, 0.04], [0.09, -0.01, 0.01], [-0.11, 0.05, -0.23], [-0.53, -1.07, 0.09], [-0.03, 0.01, 0.00], [0.03, 0.00, -0.01], [-0.06, 0.19, 0.16], [-0.19, 0.08, -0.13], [-0.12, -1.70, 1.60], [0.05, 0.04, -0.03], [-0.27, 0.14, -0.10], [0.05, -0.06, -0.03], [-0.08, -0.06, 0.03], [-0.02, 0.02, 0.00], [0.00, 0.03, -0.08], [0.07, -0.03, 0.24], [-0.09, 0.02, -0.04], [0.13, 2.29, 0.93], [0.09, 0.06, -0.03], [-0.02, -0.54, -0.97], [-0.01, 0.01, -0.08], [-0.09, 0.04, 0.00], [0.06, 0.07, 0.03], [0.73, -0.97, 0.32], [-0.05, 0.01, 0.05], [0.13, 0.32, 0.29], [-0.09, -0.32, -0.06], [0.68, 0.57, 0.77], [-0.04, 0.48, 0.17], [0.35, 0.20, 0.19], [0.06, 0.01, 0.07], [-0.04, 0.07, -0.01], [-0.08, -0.10, -0.42], [-0.34, -0.39, 0.36], [-0.04, 0.04, -0.07], [0.04, -0.30, -0.07], [-0.24, -0.05, -0.39], [0.05, -0.03, 0.00], [-0.06, -0.39, -0.23], [1.10, 0.75, 0.26], [-0.07, -0.05, -0.02], [0.66, 0.16, -0.37]], "smiles": "CP(O)N1C(=O)c2cc(CC=O)cc(CC(=O)F)c2C1=O.COCCOC.COCCOC.COCCOC.COCCOC.COCCOC", "orbital_gap_ha": 0.298}